A gas-phase ion, C9H11N4 (charge +1), computed with ωB97M-V/def2-TZVPD.

Structure (XYZ):
```
24
Properties=species:S:1:pos:R:3:forces:R:3
C -0.830975 -2.395739 -0.134841 -0.168 0.694 0.129
C -1.573302 -1.271316 -0.009452 0.380 -0.470 -0.127
C -2.990046 -1.259296 -0.257280 -0.719 0.414 -0.103
C -3.660681 -0.086226 -0.308360 -0.008 -1.408 -0.029
N -3.066825 1.121664 -0.152600 0.808 0.924 0.146
C -1.800282 1.215408 0.086186 -0.609 0.214 -0.198
N -1.239313 2.435728 0.176381 0.381 0.077 0.045
C -0.951345 0.022430 0.292316 -0.007 -0.261 0.266
N 0.206675 0.164924 0.805484 -0.072 0.329 -0.361
C 1.337864 -0.225465 1.263889 -0.034 0.110 0.628
N 2.359371 -0.657228 0.577851 -0.084 -0.502 -0.204
C 3.285942 -0.366779 -0.213732 0.282 -0.100 -0.101
C 3.662602 0.981344 -0.674010 -0.030 0.288 -0.027
H 0.239207 -2.405032 -0.016774 0.181 0.028 0.036
H -1.302015 -3.326523 -0.397504 -0.112 -0.187 -0.014
H -3.482301 -2.202540 -0.420025 -0.131 -0.095 -0.036
H -4.724588 -0.037862 -0.487028 -0.053 -0.145 -0.033
H -0.290594 2.563806 0.475557 -0.059 0.029 0.010
H -1.845039 3.232729 0.074913 0.030 0.007 0.043
H 1.463537 -0.233214 2.347993 -0.017 0.036 -0.004
H 3.877093 -1.200528 -0.583836 -0.002 -0.093 -0.065
H 3.045578 1.755584 -0.229427 -0.016 0.083 0.014
H 3.565837 1.008787 -1.760647 -0.004 0.026 -0.056
H 4.713607 1.165336 -0.455062 0.062 0.001 0.037
```
Positions in Å, forces in eV/Å.

## Properties
DFT total energy in a.u.: -568.26227
SMILES: C=C1C=CN=C(N)C1=[N+]=C/N=C\C
Gap between HOMO and LUMO (alpha / beta) in eV: 6.42 / 6.42
Charge: +1
Molar mass in u: 175.215

Let us look at the natural (NBO) charges, expressed in e, one per atom: -0.182, -0.142, -0.274, 0.032, -0.436, 0.373, -0.765, 0.318, -0.397, 0.361, -0.399, 0.279, -0.698, 0.200, 0.226, 0.236, 0.222, 0.402, 0.429, 0.234, 0.214, 0.231, 0.268, 0.269


A molecular structure, C16H36F6MgO8S4, computed with ωB97M-V/def2-TZVPD.

Structure (XYZ):
```
71
Properties=species:S:1:pos:R:3:forces:R:3
Mg 35.164285 32.122895 -28.868649 0.912 -1.929 -0.121
C 38.141255 31.476461 -27.556664 -1.131 -1.800 -2.300
O 37.931217 30.246659 -26.864324 -0.227 -0.203 1.448
O 37.021382 31.846538 -28.195697 0.894 0.670 0.810
C 38.732913 32.512683 -26.604664 -0.011 -0.745 -0.395
F 37.934083 32.724608 -25.546180 -0.013 0.709 -0.125
F 39.930377 32.157713 -26.100973 0.027 -0.056 -0.061
F 38.945888 33.649567 -27.310166 -0.304 0.235 0.668
C 38.394125 29.036969 -27.426751 0.933 0.414 -0.080
C 37.810767 27.913288 -26.608785 -0.293 -0.055 -1.486
H 38.024411 28.026725 -25.551201 0.079 -0.209 0.012
H 36.738456 27.891564 -26.814853 -0.095 -0.003 0.407
H 38.198665 27.007354 -27.082078 0.098 -0.283 0.646
H 39.492414 28.959671 -27.447771 0.155 0.310 0.674
H 38.220729 28.920934 -28.504104 -0.949 0.230 0.032
H 38.929424 31.141809 -28.253456 0.556 0.950 -0.272
C 35.252213 29.183996 -30.129158 0.291 2.527 1.135
O 35.926413 29.502641 -31.361128 0.098 -0.476 -0.239
O 34.702749 30.303005 -29.651044 -0.847 -0.576 0.070
C 34.241179 28.065925 -30.441206 0.448 -0.557 -0.554
F 33.434665 27.669964 -29.435739 0.192 0.560 -0.059
F 33.472559 28.371865 -31.497304 -0.265 0.076 0.255
F 34.926848 26.936963 -30.799420 -0.012 -0.002 -0.001
C 37.173433 28.895093 -31.596611 0.397 -0.481 -0.223
C 37.350729 28.806215 -33.107491 -0.131 -0.930 0.151
H 37.975372 27.967739 -33.430406 0.646 0.346 0.333
H 36.403166 28.472987 -33.535072 -0.232 0.767 -0.097
H 37.735572 29.751685 -33.482351 -0.259 -0.079 -0.450
H 37.269267 27.901693 -31.144811 -0.383 -0.054 -0.042
H 38.009938 29.463240 -31.167947 -0.158 0.310 0.134
H 36.016621 28.848980 -29.414884 0.120 -0.905 -0.056
C 35.869674 35.738960 -26.451128 0.352 0.763 -0.854
S 35.297966 35.508905 -28.181826 -0.930 -0.021 1.429
O 35.212918 34.030447 -28.247178 0.420 1.204 0.083
C 33.546118 36.017417 -27.894351 0.611 -0.443 0.310
H 35.668353 36.738480 -26.062425 -0.371 -0.069 -0.049
H 36.956330 35.673684 -26.501478 -0.028 -0.481 0.117
H 35.416832 34.936030 -25.877597 0.066 -0.009 0.062
H 33.199547 35.358836 -27.097104 0.016 -0.033 0.021
H 32.976259 35.781214 -28.788889 0.106 0.221 -0.136
H 33.462501 37.051067 -27.563581 0.060 0.077 -0.282
C 34.834816 30.087949 -25.202089 -0.675 -0.073 0.130
S 34.787549 31.844728 -25.750370 -0.165 -0.683 0.441
O 34.263609 31.832461 -27.157658 -1.058 -0.418 1.755
C 33.435919 32.380946 -24.624127 -0.033 -0.157 -0.091
H 35.309991 29.559124 -26.025044 0.545 0.109 0.267
H 33.881281 29.578407 -25.023580 -0.469 0.696 -0.575
H 35.282246 29.976335 -24.213393 0.836 0.322 -0.358
H 32.966155 33.307378 -24.954445 0.225 -0.012 -0.324
H 33.871183 32.586676 -23.645175 0.194 -0.147 -0.045
H 32.669235 31.615631 -24.512023 0.024 -0.053 -0.159
C 37.056799 35.180999 -31.150625 -1.889 -0.095 1.547
S 36.914391 33.359192 -31.253570 0.602 -0.838 -0.906
O 35.706981 32.775958 -30.583036 0.801 1.832 -1.828
C 36.586827 33.265958 -33.057599 1.199 0.068 1.006
H 37.845891 35.664869 -31.714204 0.006 -0.395 -0.300
H 37.158110 35.405458 -30.086438 0.691 -0.215 -0.037
H 36.051658 35.592394 -31.295163 0.151 0.143 -0.782
H 36.683098 32.200744 -33.253850 -0.552 -0.003 -0.268
H 37.480400 33.746161 -33.464826 -0.090 0.040 -0.211
H 35.693786 33.766739 -33.417269 -0.212 -0.219 0.233
C 31.150529 33.202572 -30.707178 -0.436 0.235 -0.192
S 31.944088 32.272498 -29.382434 0.317 0.254 0.032
O 33.359685 32.767230 -29.480674 -1.774 0.347 -0.002
C 31.040009 33.099277 -28.028727 -0.153 0.321 -0.622
H 30.136226 33.562727 -30.526734 -0.095 -0.477 0.359
H 31.128015 32.545356 -31.573434 0.248 0.265 -0.180
H 31.734497 34.111301 -30.849318 0.365 -0.271 -0.215
H 31.380415 32.715344 -27.072380 -0.091 -0.021 -0.004
H 29.991161 32.891571 -28.251457 0.027 -0.567 0.363
H 31.059366 34.188486 -28.085406 0.621 0.043 0.052
```
Positions in Å, forces in eV/Å.

## Properties
DFT total energy in a.u.: -3625.18036
Gap between HOMO and LUMO in eV: 7.16
Molar mass in u: 623.017

Let us look at the Mulliken charges, expressed in e, one per atom: 1.738, -0.573, -0.244, 0.264, 0.444, -0.252, -0.317, -0.279, 0.130, -1.347, 0.335, 0.166, 0.453, 0.380, -0.009, 0.332, 0.200, -0.235, -0.652, 0.514, -0.258, -0.255, -0.308, -0.016, -1.344, 0.401, 0.319, 0.226, 0.373, 0.147, -0.314, -0.880, 0.166, 0.286, -0.770, 0.473, 0.290, 0.091, 0.074, 0.148, 0.514, -0.975, 0.777, -0.794, -1.311, -0.048, 0.442, 0.477, 0.287, 0.436, 0.435, -1.036, 0.409, -0.557, -0.927, 0.471, 0.217, 0.304, 0.142, 0.448, 0.314, -1.082, 0.429, -0.159, -1.010, 0.425, 0.343, 0.232, 0.110, 0.516, 0.273


2 unconnected molecules or ions with the total composition C3HBrNO3, computed with ωB97M-V/def2-TZVPD.

Structure (XYZ):
```
9
Properties=species:S:1:pos:R:3:forces:R:3
C 0.388621 -0.701250 -0.827543 -0.242 0.535 -0.817
C 1.559559 -1.421894 -0.344323 0.797 1.508 0.388
C -2.136203 1.725215 0.148445 -0.602 -0.893 -0.507
N 1.533777 -0.070262 -0.116419 -0.067 -2.177 -0.733
O 2.285804 -2.373296 -0.200405 -0.151 -0.211 0.069
O -2.855360 1.315401 -0.628358 -1.775 -0.695 -2.124
O -1.470453 2.144363 0.958660 2.361 1.644 2.552
Br -1.134218 -1.303295 0.560021 -0.355 -0.281 0.604
H 1.828469 0.685021 0.449924 0.034 0.570 0.568
```
Positions in Å, forces in eV/Å.

## Properties
DFT total energy in a.u.: -2969.40341
Gap between HOMO and LUMO in eV: 6.48
Charge: -1
Molar mass in u: 178.949

Let us look at the natural (NBO) charges, expressed in e, one per atom: -0.216, 0.596, 1.039, -0.721, -0.636, -0.515, -0.531, -0.404, 0.389


13 unconnected molecules or ions with the total composition C5H39N3O12, computed with ωB97M-V/def2-TZVPD.

Structure (XYZ):
```
59
Properties=species:S:1:pos:R:3:forces:R:3
C 1.914092 -1.182775 -1.807640 -0.400 1.139 -1.263
N 2.045854 0.270373 -1.563354 0.365 -0.924 0.989
C 3.421559 0.687865 -1.780671 -0.576 1.535 0.097
C 0.462931 -1.711910 -1.839777 0.307 1.379 -0.135
C -0.341563 -0.924218 -2.878920 -0.365 -0.390 -0.273
N -0.199688 -1.526355 -0.549310 0.869 -1.406 -0.236
C 0.505608 -2.196803 0.586638 -1.356 0.151 0.130
N 1.406671 -1.325795 1.283201 0.609 -0.455 0.482
H 2.574050 -1.593029 -1.047261 -0.146 -0.800 -0.190
H 2.276773 -1.393075 -2.829092 0.515 -0.247 0.258
H 1.380704 0.874702 -1.997466 -0.229 0.084 0.216
H 3.738802 0.534734 -2.813579 0.481 -0.601 0.098
H 3.490940 1.773569 -1.658271 -0.214 0.020 0.076
H 4.058869 0.309170 -0.985342 0.247 -0.549 -0.379
H 0.532640 -2.720628 -2.245287 -0.303 -0.430 0.843
H -1.391814 -1.210673 -2.942425 -0.088 -0.135 0.668
H -0.045404 -1.150121 -3.907055 0.652 0.477 0.058
H -0.335584 0.134255 -2.621907 -0.106 0.145 -0.351
H -0.071646 -0.553407 -0.288396 -0.073 0.264 -0.241
H -0.344652 -2.485010 1.199099 0.485 0.097 0.808
H 0.988214 -3.155079 0.380313 0.029 0.189 -0.934
H 1.877462 -0.670490 0.686645 0.080 -0.131 -0.414
H 1.013702 -0.814842 2.051340 -0.329 -0.054 0.121
H -4.744227 0.651896 -2.003321 0.218 -0.299 -0.149
H -4.213412 2.022241 -2.047536 0.522 0.122 0.050
O -3.891879 1.110325 -2.044870 -0.910 0.086 0.023
H 1.515818 3.185955 -0.490414 -0.534 0.025 0.200
H 0.567549 2.453146 0.542809 -0.263 0.039 -0.279
O 1.128969 3.230186 0.400233 0.616 0.288 0.126
H 1.225071 1.215584 -4.984038 -0.009 0.224 -0.107
H 1.219474 1.050553 -3.483222 0.125 -0.050 -0.412
O 1.473244 1.674797 -4.174506 -0.081 -0.161 -0.199
H 1.149356 -2.923051 3.153403 -0.091 0.059 -0.369
H 0.521467 -2.367649 4.376326 -0.397 0.038 -0.035
O 0.285194 -2.640167 3.478500 0.389 -0.064 0.728
H -1.366464 0.887076 0.333199 0.258 0.170 0.311
H -0.954324 0.883985 1.768405 0.181 0.148 0.076
O -0.614887 1.171392 0.909610 -0.344 -0.052 -0.037
H -3.773968 -0.557763 1.452771 -0.012 -0.360 0.089
H -3.501340 -0.847933 2.896621 -0.469 -0.397 -0.332
O -4.096931 -1.132710 2.165799 0.123 0.543 0.375
H -3.695979 -2.738300 1.093898 0.376 -0.010 0.347
H -2.187868 -3.009921 1.089095 -0.121 0.073 0.165
O -3.026118 -3.380603 0.805258 -0.236 -0.264 -0.441
H 2.047288 1.033995 1.224814 -0.154 0.360 -0.201
H 2.090173 2.265248 2.129328 0.035 0.047 -0.510
O 2.125217 1.300859 2.143009 0.183 -0.076 0.980
H 0.465957 1.771296 5.088422 0.284 0.255 -0.281
H 0.762631 1.199751 3.618991 0.450 0.316 0.176
O 0.309533 1.062533 4.465188 -0.631 -0.761 -0.041
H -3.183830 -0.090126 -0.593370 0.315 0.184 0.013
H -1.979965 -1.025225 -0.270449 0.218 -0.288 -0.002
O -2.522338 -0.293771 0.087056 -0.905 0.208 -0.631
H 1.317411 3.245684 -3.129158 0.415 0.338 -0.425
H 1.946141 4.555743 -2.449461 0.079 -0.151 -0.474
O 1.335458 3.822614 -2.356986 -0.353 -0.145 0.701
H -1.476928 0.160820 4.168992 -0.133 0.153 0.054
H -2.794080 0.944145 4.275293 -0.097 0.307 0.133
O -2.419935 0.136938 3.928831 0.496 -0.258 -0.049
```
Positions in Å, forces in eV/Å.

## Properties
DFT total energy in a.u.: -1281.01800
Gap between HOMO and LUMO in eV: 8.92
Molar mass in u: 333.376

Let us look at the natural (NBO) charges, expressed in e, one per atom: -0.243, -0.657, -0.427, -0.057, -0.626, -0.697, -0.068, -0.875, 0.209, 0.168, 0.341, 0.181, 0.211, 0.204, 0.209, 0.237, 0.211, 0.186, 0.396, 0.197, 0.181, 0.355, 0.389, 0.473, 0.482, -0.944, 0.489, 0.497, -1.013, 0.487, 0.467, -0.953, 0.476, 0.472, -0.945, 0.507, 0.487, -1.005, 0.481, 0.501, -1.003, 0.498, 0.457, -0.966, 0.484, 0.501, -0.976, 0.484, 0.512, -0.998, 0.499, 0.520, -1.008, 0.503, 0.482, -0.983, 0.512, 0.479, -0.980


Record order is preserved below.
Relative energy (zero: lowest compared OMol25 entry of this formula, charge and spin): 53.13 12.65 29.37 48.31 kcal per mole